DFT (ωB97M-V/def2-TZVPD) results for C5H6 as an isolated structure in a non-equilibrium geometry.

Last column: natural (NBO) charge in e.
Cartesian coordinates (Å):
C (0.31421, -1.34722, 0.55392)  -0.18
C (0.47813, -1.06951, -0.72103)  -0.19
C (0.16844, 1.13088, 0.09633)  -0.40
C (-0.58462, -0.08042, 0.69190)  -0.24
C (-0.38622, 0.06356, -0.83784)  -0.29
H (0.73100, -2.03869, 1.13402)  0.20
H (0.96847, -1.60413, -1.40854)  0.19
H (-0.49391, 1.96110, 0.42505)  0.23
H (1.28383, 1.05567, 0.36081)  0.22
H (-1.59598, 0.07229, 1.21307)  0.23
H (-1.06821, 0.32431, -1.66693)  0.24

Summary:
Maximum force = 4.50 eV/A
Energy above the lowest of the compared OMol25 structures with the same formula, charge and spin = 71.0 kcal/mol
Total charge = 0
Highest occupied orbital energy = -8.3474 eV
HOMO-LUMO gap = 9.67 eV